P:
C4H11N3O | ωB97M-V/def2-TZVPD

The calculation puts the HOMO energy at -7.90 eV. Its net charge is 0. As for the SMILES: C[C@]1(O)N[C@@H](N)[C@H]1N.

```
19
Properties=species:S:1:pos:R:3:lowdin_charge:R:1
O -0.243 -0.556 -1.767 0.00
N 0.698 1.767 -0.639 0.04
N 2.151 -0.025 1.063 0.07
N -0.007 -1.447 0.408 0.07
C -0.655 -0.524 -0.423 -0.61
C 0.784 -0.003 1.189 -0.25
C -2.162 -0.500 -0.242 -0.03
C 0.018 0.917 0.291 -0.27
H -2.601 0.341 -0.779 0.08
H -0.746 1.467 0.840 0.12
H 2.630 -0.739 1.595 0.09
H -2.575 -1.438 -0.617 0.08
H -2.407 -0.412 0.814 0.08
H 0.444 -0.112 2.215 0.13
H 1.106 1.245 -1.406 0.06
H 2.471 0.036 0.104 0.09
H -0.995 -0.400 -2.352 0.10
H 1.388 2.376 -0.217 0.08
H 0.701 -1.994 -0.077 0.07
```

---

Q:
C4H11N3O | ωB97M-V/def2-TZVPD

The calculation puts the HOMO energy at -7.73 eV. Its net charge is 0.

```
19
Properties=species:S:1:pos:R:3:lowdin_charge:R:1
O -1.039 -0.903 -1.320 -0.03
N -1.659 -0.200 2.134 0.03
N -0.127 -1.426 0.817 0.12
N 1.088 0.769 -1.598 -0.02
C 0.093 -1.148 -0.479 -0.47
C 0.974 0.130 -0.441 -0.30
C -1.474 -1.417 1.280 -0.29
C 1.468 2.131 -1.471 -0.15
H -1.594 -2.309 1.904 0.12
H -2.213 -1.327 0.497 0.10
H -1.997 -0.449 3.058 0.06
H -0.650 -0.226 -1.905 0.07
H 1.725 2.614 -2.397 0.07
H -0.716 0.145 2.287 0.05
H 1.919 -0.155 0.052 0.16
H 0.534 0.750 0.390 0.14
H 0.627 -1.977 -0.981 0.17
H 2.336 2.232 -0.832 0.08
H 0.707 2.767 -0.994 0.09
```

---

In kcal/mol, relative to the most stable structure: P 0.0; Q 94.3.

---

P:
C4H11N3O | ωB97M-V/def2-TZVPD

The calculation puts the HOMO energy at -8.40 eV. Its net charge is 0.

```
19
Properties=species:S:1:pos:R:3:lowdin_charge:R:1
O 0.184 -0.903 -1.730 -0.32
N 0.158 0.488 0.948 0.05
N -2.385 0.772 1.476 0.12
N -1.700 -0.953 0.039 0.08
C 1.145 -1.860 -1.431 -0.27
C 0.707 1.835 1.004 -0.16
C 0.624 1.372 -0.387 0.01
C -1.602 -0.022 0.921 -0.43
H -0.775 -0.978 -0.943 0.07
H -0.234 1.651 -0.986 0.12
H 0.765 -2.883 -1.562 0.06
H 2.039 -1.769 -2.066 0.07
H 1.506 -1.838 -0.381 0.05
H -1.998 1.489 2.068 0.03
H -0.014 2.566 1.360 0.11
H 1.494 1.030 -0.920 0.10
H 1.686 1.937 1.458 0.12
H -2.416 -1.652 0.122 0.09
H 0.815 -0.283 1.010 0.11
```

---

Q:
C4H11N3O | ωB97M-V/def2-TZVPD

The calculation puts the HOMO energy at -7.92 eV. Its net charge is 0. As for the SMILES: [H]/N=C(\C)N.CC(N)=O.

```
19
Properties=species:S:1:pos:R:3:lowdin_charge:R:1
O -0.626 -0.934 -1.708 0.00
N 0.558 0.635 2.064 0.01
N 1.098 -0.258 -0.246 0.09
N -1.145 0.677 0.328 0.10
C 0.593 1.021 -2.324 -0.02
C -0.644 -1.498 1.512 -0.04
C 0.030 0.031 -1.310 -0.52
C -0.184 -0.080 1.290 -0.54
H 0.204 0.779 3.002 0.04
H -0.159 1.227 -3.084 0.08
H -0.850 -1.976 0.552 0.07
H -1.101 1.675 0.497 0.09
H 1.434 0.556 -2.840 0.09
H 0.122 -2.058 2.047 0.08
H -1.585 -1.496 2.062 0.08
H -2.078 0.303 0.210 0.10
H 1.751 -1.006 -0.441 0.12
H 1.617 0.471 0.246 0.09
H 0.968 1.931 -1.856 0.08
```

---

In kcal/mol, relative to the most stable structure: P 26.5; Q 0.0.

---

P:
C4H11N3O | ωB97M-V/def2-TZVPD

The calculation puts the HOMO energy at -9.25 eV. Its net charge is 0. As for the SMILES: [H]/N=C(/C)[C@@H](O)N(C)N.

```
19
Properties=species:S:1:pos:R:3:lowdin_charge:R:1
O -0.479 -1.810 -0.164 -0.03
N 1.989 -1.013 0.834 0.15
N -0.822 0.529 1.445 0.05
N -0.900 0.526 -0.010 -0.22
C 2.022 1.000 -0.466 -0.05
C -2.283 0.418 -0.430 -0.09
C -0.036 -0.510 -0.529 -0.37
C 1.350 -0.211 0.094 -0.41
H -2.735 -0.546 -0.171 0.08
H -2.836 1.210 0.069 0.08
H 2.263 0.838 -1.515 0.08
H 1.432 -1.787 1.199 0.05
H 0.015 0.980 1.801 0.08
H 1.339 1.846 -0.410 0.08
H -1.044 -0.385 1.845 0.09
H -0.006 -0.391 -1.621 0.16
H 2.933 1.207 0.088 0.08
H 0.119 -2.459 -0.551 0.10
H -2.322 0.558 -1.509 0.08
```

---

Q:
C4H11N3O | ωB97M-V/def2-TZVPD

The calculation puts the HOMO energy at -9.14 eV. Its net charge is 0. As for the SMILES: NCCNCC(N)=O.

```
19
Properties=species:S:1:pos:R:3:lowdin_charge:R:1
O -2.210 1.635 1.566 0.04
N 1.676 -2.330 1.027 -0.01
N 0.130 -0.056 0.392 -0.04
N -1.519 3.095 0.057 0.14
C 1.319 -2.126 -0.394 -0.29
C -1.600 1.786 0.521 -0.50
C 0.854 -0.739 -0.725 -0.24
C -1.128 0.514 -0.149 -0.16
H -1.148 0.626 -1.249 0.11
H -2.179 3.775 0.387 0.10
H -1.915 -0.224 0.117 0.13
H 0.263 -0.656 -1.646 0.10
H 2.571 -1.871 1.126 0.06
H 0.568 -2.872 -0.735 0.11
H 2.152 -2.449 -1.012 0.10
H 1.742 -0.182 -1.085 0.11
H -1.090 3.415 -0.795 0.09
H 0.949 -2.011 1.649 0.05
H 0.567 0.671 0.946 0.11
```

---

R:
C4H11N3O | ωB97M-V/def2-TZVPD

The calculation puts the HOMO energy (spin up / spin down) at -6.44 / -6.44 eV. Its net charge is 0.

```
19
Properties=species:S:1:pos:R:3:lowdin_charge:R:1
O 0.750 1.847 1.638 -0.19
N 1.162 0.455 1.724 -0.07
N 0.484 -0.024 -0.814 -0.19
N 0.979 -1.082 -1.615 0.06
C 0.445 -0.279 0.822 -0.44
C -0.979 -0.059 0.638 0.01
C 0.865 1.284 -1.336 -0.07
C -1.959 -1.173 0.615 -0.07
H 0.734 -1.328 0.939 0.12
H 0.503 2.053 -0.659 0.07
H 0.421 1.433 -2.325 0.08
H 1.158 2.210 2.432 0.06
H 1.952 1.367 -1.428 0.09
H -1.532 -2.091 0.202 0.08
H 1.229 -1.870 -1.026 0.08
H -2.287 -1.405 1.638 0.10
H 0.268 -1.382 -2.279 0.09
H -1.336 0.952 0.787 0.12
H -2.856 -0.908 0.050 0.08
```

---

S:
C4H11N3O | ωB97M-V/def2-TZVPD

The calculation puts the HOMO energy at -8.29 eV. Its net charge is 0.

```
19
Properties=species:S:1:pos:R:3:lowdin_charge:R:1
O 1.032 0.304 2.350 -0.08
N -0.924 1.149 -1.040 0.12
N -0.054 -0.417 0.347 -0.07
N -0.224 -1.614 1.041 0.07
C 2.065 1.031 0.292 -0.05
C -0.826 -0.136 -0.683 -0.39
C 0.885 0.718 1.205 -0.57
C -1.679 -1.201 -1.306 0.00
H -0.546 1.796 -0.154 0.12
H 2.591 1.888 0.711 0.08
H 2.741 0.174 0.287 0.08
H -2.271 -0.788 -2.119 0.08
H 0.069 1.742 0.954 0.12
H 1.724 1.267 -0.714 0.06
H -2.338 -1.634 -0.555 0.09
H -0.051 -1.371 2.023 0.08
H -1.647 1.367 -1.712 0.10
H 0.503 -2.266 0.755 0.10
H -1.052 -2.009 -1.681 0.09
```

---

In kcal/mol, relative to the most stable structure: P 14.9; Q 0.0; R 130.5; S 37.5.

---

P:
C4H11N3O | ωB97M-V/def2-TZVPD

The calculation puts the HOMO energy at -7.91 eV. Its net charge is 0.

```
19
Properties=species:S:1:pos:R:3:lowdin_charge:R:1
O -0.695 2.103 -0.380 -0.02
N -1.178 -0.421 0.286 -0.22
N -1.330 -1.636 -0.471 0.04
N 1.560 -0.936 -0.921 0.05
C -2.302 -0.180 1.195 -0.05
C -0.430 0.979 -0.714 -0.29
C 2.584 1.006 0.181 -0.08
C 1.420 0.186 -0.299 -0.31
H -1.978 -1.464 -1.241 0.09
H 2.543 -1.252 -0.956 0.05
H -2.375 -1.009 1.898 0.08
H -0.399 -1.821 -0.874 0.05
H -3.236 -0.115 0.633 0.09
H 2.573 1.054 1.274 0.07
H -0.465 0.573 -1.732 0.10
H -0.198 -0.447 0.735 0.13
H 3.547 0.583 -0.134 0.07
H -2.146 0.765 1.713 0.09
H 2.504 2.030 -0.193 0.07
```

---

Q:
C4H11N3O | ωB97M-V/def2-TZVPD

The calculation puts the HOMO energy at -7.88 eV. Its net charge is 0.

```
19
Properties=species:S:1:pos:R:3:lowdin_charge:R:1
O -0.714 0.881 -1.103 -0.12
N 2.231 -0.303 0.166 -0.08
N 1.462 0.482 -0.679 0.00
N -0.324 -0.640 0.641 -0.24
C -0.152 1.688 -2.147 -0.07
C -1.628 -1.326 0.300 -0.11
C -0.121 -0.237 2.059 -0.10
C 0.211 0.263 -0.391 -0.46
H 1.569 -1.130 0.538 0.12
H -1.603 -0.784 -0.952 0.17
H -0.991 2.343 -2.586 0.12
H -1.730 -2.649 0.407 0.13
H 0.825 0.355 2.034 0.08
H -0.935 0.316 2.570 0.07
H 0.512 1.044 -2.717 0.08
H 0.026 -1.173 2.740 0.11
H 0.651 2.327 -1.737 0.08
H 3.206 -0.504 -0.290 0.12
H -2.495 -0.953 1.148 0.11
```

---

R:
C4H11N3O | ωB97M-V/def2-TZVPD

The calculation puts the HOMO energy at -7.55 eV. Its net charge is 0.

```
19
Properties=species:S:1:pos:R:3:lowdin_charge:R:1
O -0.762 1.599 -1.716 -0.01
N 1.343 1.236 1.074 0.04
N -0.165 -0.144 -0.015 -0.23
N 1.947 -1.046 0.487 0.07
C 1.272 0.044 0.575 -0.61
C -0.962 -0.734 1.064 -0.05
C -0.725 1.405 -0.368 -0.14
C -0.124 -1.039 -1.171 -0.06
H -1.992 -0.897 0.738 0.10
H -1.702 1.419 0.121 0.12
H 2.874 -0.954 0.886 0.04
H -1.136 -1.319 -1.471 0.10
H -0.951 -0.059 1.919 0.10
H 0.397 -0.546 -1.990 0.10
H -0.088 2.177 0.065 0.10
H 2.252 1.456 1.462 0.04
H 0.448 -1.926 -0.896 0.09
H -0.518 -1.683 1.366 0.10
H -1.408 1.012 -2.130 0.10
```

---

S:
C4H11N3O | ωB97M-V/def2-TZVPD

The calculation puts the HOMO energy (spin up / spin down) at -6.39 / -6.39 eV. Its net charge is 0.

```
19
Properties=species:S:1:pos:R:3:lowdin_charge:R:1
O 1.674 0.172 0.612 -0.04
N -0.306 -2.185 -1.660 0.06
N 1.479 -2.440 -0.208 0.09
N -1.887 0.160 -0.298 0.13
C 0.470 -1.736 -0.770 -0.39
C -0.739 0.057 0.400 -0.18
C 0.523 0.287 -0.146 -0.30
C -0.136 2.376 0.869 -0.10
H -1.916 0.758 -1.111 0.12
H 0.775 2.958 1.034 -0.02
H 0.607 0.732 -1.131 0.14
H -1.090 -1.565 -1.865 0.01
H -0.686 2.799 0.025 -0.02
H 1.718 -3.342 -0.604 0.10
H -0.791 -0.416 1.373 0.15
H -0.743 2.407 1.777 -0.03
H 2.163 -1.931 0.327 0.07
H 1.650 0.931 1.220 0.09
H -2.766 -0.024 0.158 0.12
```

---

In kcal/mol, relative to the most stable structure: P 38.8; Q 69.4; R 0.0; S 65.8.

---

P:
C4H11N3O | ωB97M-V/def2-TZVPD

The calculation puts the HOMO energy at -8.46 eV. Its net charge is 0.

```
19
Properties=species:S:1:pos:R:3:lowdin_charge:R:1
O -1.567 2.887 0.819 -0.07
N -2.313 -0.104 0.577 0.12
N 0.865 -2.094 0.557 0.05
N 0.246 -1.226 -0.369 -0.27
C 0.116 0.278 -0.028 -0.22
C 0.622 -1.503 -1.738 -0.09
C 1.249 1.168 0.332 -0.04
C -1.151 0.045 0.197 -0.21
H 0.474 -2.564 -1.937 0.08
H 0.200 -2.337 1.283 0.08
H 1.886 0.746 1.119 0.08
H 0.894 2.147 0.619 0.06
H 1.687 -1.669 0.990 0.08
H 1.678 -1.246 -1.923 0.08
H -2.041 2.036 0.891 0.00
H -1.663 3.302 1.690 0.05
H 1.873 1.312 -0.554 0.08
H -3.043 -0.256 -0.114 0.07
H -0.011 -0.923 -2.410 0.08
```

---

Q:
C4H11N3O | ωB97M-V/def2-TZVPD

The calculation puts the HOMO energy (spin up / spin down) at -8.18 / -8.18 eV. Its net charge is 0. As for the SMILES: [H]/N=C/C.CC(=O)NN.

```
19
Properties=species:S:1:pos:R:3:lowdin_charge:R:1
O -0.236 1.692 -0.353 0.03
N -1.269 -1.633 -1.233 0.09
N 1.892 1.203 1.319 -0.04
N 0.739 0.536 1.597 -0.07
C -0.087 -1.163 -0.825 -0.34
C 0.894 -0.748 -1.909 -0.09
C -0.463 0.692 0.328 -0.42
C -1.809 0.583 1.013 -0.05
H 0.813 -0.252 2.238 0.10
H 1.755 -0.252 -1.457 0.06
H -1.951 1.420 1.698 0.09
H -1.899 -0.390 1.500 0.08
H 2.575 0.669 0.783 0.07
H 1.257 -1.630 -2.439 0.08
H 1.663 2.035 0.764 0.08
H -2.601 0.669 0.264 0.08
H -2.090 -1.586 -0.625 0.04
H 0.413 -1.779 -0.056 0.12
H 0.403 -0.067 -2.606 0.08
```

---

R:
C4H11N3O | ωB97M-V/def2-TZVPD

The calculation puts the HOMO energy at -8.91 eV. Its net charge is 0. As for the SMILES: [H]/N=C(/N)[C@H](O)[C@H](C)N.

```
19
Properties=species:S:1:pos:R:3:lowdin_charge:R:1
O 0.020 -1.043 -1.327 -0.02
N 0.773 -0.816 1.318 0.03
N -1.956 -0.396 1.064 0.13
N -2.732 0.553 -0.853 0.10
C 2.154 0.653 -0.231 -0.04
C -1.750 0.144 -0.154 -0.47
C -0.248 0.179 -0.663 -0.31
C 0.742 0.355 0.473 -0.38
H 0.453 1.221 1.079 0.15
H 0.928 -1.640 0.745 0.09
H -2.469 1.018 -1.718 0.03
H 2.899 0.817 0.546 0.06
H 2.124 1.542 -0.857 0.07
H -0.622 -1.151 -2.039 0.10
H 2.452 -0.203 -0.832 0.07
H 1.500 -0.746 2.020 0.09
H -0.171 1.029 -1.359 0.14
H -2.908 -0.594 1.324 0.10
H -1.188 -0.922 1.464 0.06
```

---

S:
C4H11N3O | ωB97M-V/def2-TZVPD

The calculation puts the HOMO energy at -8.58 eV. Its net charge is 0. As for the SMILES: C[C@H](NCN)C(N)=O.

```
19
Properties=species:S:1:pos:R:3:lowdin_charge:R:1
O 0.724 -1.720 1.654 0.05
N 0.773 2.951 0.037 0.01
N 0.000 0.702 0.476 -0.04
N -1.382 -2.352 1.139 0.18
C -0.177 1.913 -0.285 -0.34
C -0.328 -0.558 -0.149 -0.33
C 0.640 -0.963 -1.283 -0.03
C -0.276 -1.589 0.976 -0.53
H 1.346 -0.138 -1.416 0.08
H 0.849 0.685 1.027 0.11
H 1.670 2.776 -0.394 0.06
H -1.347 -0.449 -0.529 0.13
H -1.383 -3.065 1.847 0.11
H -0.069 1.700 -1.363 0.11
H 1.271 -1.798 -0.965 0.08
H -1.173 2.335 -0.198 0.10
H 0.164 -1.281 -2.199 0.07
H 0.916 3.060 1.031 0.07
H -2.216 -2.207 0.592 0.10
```

---

In kcal/mol, relative to the most stable structure: P 82.5; Q 116.8; R 3.3; S 0.0.

---

P:
CH2N4OS | ωB97M-V/def2-TZVPD

The calculation puts the HOMO energy at -9.41 eV. Its net charge is 0. As for the SMILES: [H]/N=c1\onnn1S.

```
9
Properties=species:S:1:pos:R:3:lowdin_charge:R:1
S 1.985 -0.243 -0.074 0.76
O -1.792 0.234 -0.014 0.02
N -1.660 -1.194 -0.059 0.07
N -0.456 -1.433 -0.001 -0.01
N -0.242 2.014 -0.055 0.14
N 0.244 -0.322 0.178 -0.45
C -0.583 0.805 0.085 -0.56
H -1.012 2.629 -0.250 0.06
H 1.879 1.105 0.589 -0.02
```

---

Q:
CH2N4OS | ωB97M-V/def2-TZVPD

The calculation puts the HOMO energy at -10.22 eV. Its net charge is 0. As for the SMILES: [H]/N=c1/nnon1S.

```
9
Properties=species:S:1:pos:R:3:lowdin_charge:R:1
S 1.829 -0.253 -0.397 0.76
O -0.345 -1.531 0.117 -0.20
N -0.604 1.844 -0.080 0.15
N 0.324 -0.321 0.543 -0.35
N -1.592 -1.326 -0.383 0.03
N -1.889 -0.117 -0.363 0.11
C -0.593 0.586 -0.015 -0.57
H 2.560 -1.243 0.501 -0.02
H 0.310 2.361 0.075 0.08
```

---

In kcal/mol, relative to the most stable structure: P 0.0; Q 38.3.